Record 1
Here is 2 unconnected molecules or ions with the total composition C2H4N4O from OMol25. Energies are from ωB97M-V/def2-TZVPD.

```
11
C2H4N4O, DFT ωB97M-V/def2-TZVPD
N -1.497 1.683 0.473
C -1.617 0.772 -0.499
N 2.216 -0.084 1.488
N 1.898 -0.751 0.510
C 0.612 -0.668 -0.060
O 0.698 -1.421 -1.110
N -1.665 0.016 -1.376
H -0.644 1.518 0.998
H -2.323 1.813 1.040
H 2.507 -1.456 0.058
H -0.186 -1.420 -1.523
```

Its highest occupied orbital energy (alpha / beta) is -8.67 / -8.67 eV. For the total energy, the calculation gives -372.69613 Eh. The gap between HOMO and LUMO (alpha / beta) is 8.2 / 8.2 eV. The energy relative to the best compared isomer or geometry (same formula, charge and spin) is 536.1 kJ/mol.

Record 2
Here is C2H4N4O in the gas phase from OMol25. Energies are from ωB97M-V/def2-TZVPD.

```
11
C2H4N4O, DFT ωB97M-V/def2-TZVPD
N 2.213 0.521 0.224
C 1.125 -0.036 -0.319
N 0.763 -1.029 -0.979
N -1.133 -0.949 0.960
C -1.241 -0.090 0.043
O -2.402 0.397 -0.440
N -0.132 0.394 -0.709
H 2.960 -0.122 0.439
H 2.101 1.325 0.817
H -2.041 -1.334 1.196
H -2.211 0.924 -1.232
```

Its SMILES is [H]/N=C(\O)N1N=C1N. Its highest occupied orbital energy is -9.45 eV. For the total energy, the calculation gives -372.78465 Eh. The gap between HOMO and LUMO is 10.1 eV. The energy relative to the best compared isomer or geometry (same formula, charge and spin) is 303.7 kJ/mol.

Record 3
Here is C2H4N4O in the gas phase from OMol25. Energies are from ωB97M-V/def2-TZVPD.

```
11
C2H4N4O, DFT ωB97M-V/def2-TZVPD
C 0.569 -0.470 0.039
C -0.109 0.739 -0.022
H 2.448 -0.536 0.861
H 2.448 -0.295 -0.747
H -0.398 -2.358 -0.158
H -0.245 2.597 -0.045
N 1.936 -0.828 -0.013
N -0.461 -1.335 -0.011
N -1.618 -0.757 -0.002
N -1.416 0.549 0.035
O 0.488 1.946 -0.009
```

Its SMILES is Nc1[nH]nnc1O. Its highest occupied orbital energy is -8.90 eV. For the total energy, the calculation gives -372.84129 Eh. The gap between HOMO and LUMO is 9.6 eV. The energy relative to the best compared isomer or geometry (same formula, charge and spin) is 155.0 kJ/mol.

Record 4
Here is C2H4N4O2 in the gas phase from OMol25. Energies are from ωB97M-V/def2-TZVPD.

```
12
C2H4N4O2, DFT ωB97M-V/def2-TZVPD
C -0.615 0.200 1.028
C -0.607 -0.156 -1.244
H -0.570 0.735 2.895
H -1.886 -0.226 2.465
H 2.400 0.490 -2.113
H 1.910 -1.305 -1.367
N -1.201 0.452 2.259
N 0.569 0.504 0.511
N 0.513 0.620 -0.891
N 1.915 -0.173 -1.261
O -0.982 -0.621 -2.351
O -1.445 -0.519 0.068
```

Its SMILES is Nc1nn(N)c(=O)o1. Its highest occupied orbital energy is -9.16 eV. For the total energy, the calculation gives -447.96457 Eh. The gap between HOMO and LUMO is 9.3 eV. The energy relative to the best compared isomer or geometry (same formula, charge and spin) is 361.9 kJ/mol.

Record 5
Here is C2H4N4O2 in the gas phase from OMol25. Energies are from ωB97M-V/def2-TZVPD.

```
12
C2H4N4O2, DFT ωB97M-V/def2-TZVPD
C -1.376 -0.346 0.125
C -0.067 0.507 0.036
H 2.554 -0.368 -0.879
H 2.528 -0.046 1.103
H -2.863 0.633 -0.605
H -0.488 2.203 -0.078
N 2.199 -0.396 0.055
N 0.797 -0.587 -0.005
N -1.169 -1.561 -0.050
N 0.408 1.697 0.048
O 0.165 -1.804 0.098
O -2.690 0.067 0.154
```

Its SMILES is [H]/N=c1\c(O)non1N. Its highest occupied orbital energy is -8.79 eV. For the total energy, the calculation gives -447.91904 Eh. The gap between HOMO and LUMO is 9.2 eV. The energy relative to the best compared isomer or geometry (same formula, charge and spin) is 481.4 kJ/mol.

Record 6
Here is C2H4N4O4 in the gas phase from OMol25. Energies are from ωB97M-V/def2-TZVPD.

```
14
C2H4N4O4, DFT ωB97M-V/def2-TZVPD
C -0.710 -0.272 1.016
C 0.980 0.477 -0.483
N -0.400 0.474 0.019
N 1.656 -0.388 0.275
N 1.261 2.028 0.140
N 2.896 -0.843 -0.126
O 0.570 2.767 -0.480
O 3.280 -1.655 0.667
O 2.190 2.229 0.828
O 3.366 -0.407 -1.138
H -1.736 -0.240 1.402
H 0.030 -1.061 1.279
H 1.339 0.719 -1.583
H -1.094 1.221 -0.431
```

Its highest occupied orbital energy is -9.01 eV. For the total energy, the calculation gives -598.27243 Eh. The gap between HOMO and LUMO is 7.5 eV. The energy relative to the best compared isomer or geometry (same formula, charge and spin) is 475.9 kJ/mol.

Record 7
Here is C2H4N4OS in the gas phase from OMol25. Energies are from ωB97M-V/def2-TZVPD.

```
12
C2H4N4OS, DFT ωB97M-V/def2-TZVPD
C 1.429 -0.114 -0.126
C -1.382 0.133 0.094
H 1.078 -2.085 0.162
H -1.222 -1.906 -0.210
H -1.003 2.133 -0.336
H 1.366 1.798 0.629
N 0.607 -1.216 -0.186
N -0.765 -1.102 0.268
N -0.540 1.297 -0.035
N 0.904 1.111 0.013
O 2.598 -0.052 -0.146
S -3.070 0.005 -0.129
```

Its SMILES is O=C1NNC(=S)NN1. Its highest occupied orbital energy is -8.69 eV. For the total energy, the calculation gives -770.98809 Eh. The gap between HOMO and LUMO is 9.1 eV. The energy relative to the best compared isomer or geometry (same formula, charge and spin) is 131.2 kJ/mol.

Record 8
Here is C2H4N4OS in the gas phase from OMol25. Energies are from ωB97M-V/def2-TZVPD.

```
12
C2H4N4OS, DFT ωB97M-V/def2-TZVPD
C -0.692 -0.129 -0.184
C 0.625 0.275 0.066
N -1.172 -0.946 1.172
N 1.138 0.140 1.241
N -1.479 0.147 -1.216
N 1.178 1.062 -1.004
O 0.459 -1.690 2.965
S -0.082 -0.513 2.307
H -1.151 0.247 -2.107
H -2.447 -0.344 -1.021
H 2.019 1.430 -0.671
H 1.603 0.321 -1.547
```

Its highest occupied orbital energy (alpha / beta) is -8.86 / -8.86 eV. For the total energy, the calculation gives -770.94597 Eh. The gap between HOMO and LUMO (alpha / beta) is 7.7 / 7.7 eV. The energy relative to the best compared isomer or geometry (same formula, charge and spin) is 241.8 kJ/mol.

Record 9
Here is C2H4N4OS in the gas phase from OMol25. Energies are from ωB97M-V/def2-TZVPD.

```
12
C2H4N4OS, DFT ωB97M-V/def2-TZVPD
C 0.484 1.178 0.040
C 0.477 -0.191 -0.222
H -1.778 -2.231 -0.527
H -1.417 -1.926 1.035
H 1.383 2.976 -0.456
H 2.733 -1.018 0.903
N -1.866 -1.517 0.238
N -1.018 -0.313 -0.238
N -1.686 0.776 -0.397
N -0.732 1.708 -0.228
O 1.640 1.998 0.150
S 1.780 -1.442 -0.299
```

Its SMILES is Nn1nnc(O)c1S. Its highest occupied orbital energy is -9.09 eV. For the total energy, the calculation gives -770.88902 Eh. The gap between HOMO and LUMO is 9.0 eV. The energy relative to the best compared isomer or geometry (same formula, charge and spin) is 391.3 kJ/mol.

Record 10
Here is a molecular structure, C2H4N4P2 from OMol25. Energies are from ωB97M-V/def2-TZVPD.

```
12
C2H4N4P2, DFT ωB97M-V/def2-TZVPD
C -1.412 1.558 -0.780
C 0.049 -0.265 -0.286
N -1.095 2.195 0.303
N 0.386 0.136 0.911
N -0.710 0.441 -1.106
N 1.693 -2.199 1.146
P -0.111 1.618 1.473
P 1.867 -1.238 2.193
H -2.029 1.878 -1.686
H 0.457 -1.093 -0.828
H -1.033 -0.139 -1.901
H 1.938 -2.891 0.561
```

Its highest occupied orbital energy is -19.34 eV. For the total energy, the calculation gives -979.62603 Eh. Its net charge is +2. The gap between HOMO and LUMO is 9.0 eV. The energy relative to the best compared isomer or geometry (same formula, charge and spin) is 0.0 kJ/mol.

Record 11
Here is C2H4N4S in the gas phase from OMol25. Energies are from ωB97M-V/def2-TZVPD.

```
11
C2H4N4S, DFT ωB97M-V/def2-TZVPD
C 2.054 -0.736 0.663
C 0.751 1.133 -0.988
N 2.362 0.473 0.528
N 2.022 1.305 -0.446
N 0.027 -0.011 -0.800
N -1.148 0.057 -0.119
S 1.097 -1.440 -0.635
H 2.191 -1.490 1.487
H 0.473 1.963 -1.695
H -1.728 -0.839 -0.172
H -1.197 0.109 0.919
```

Its SMILES is NN1C=NN=CS1. Its highest occupied orbital energy is -9.18 eV. For the total energy, the calculation gives -695.67841 Eh. The gap between HOMO and LUMO is 9.1 eV. The energy relative to the best compared isomer or geometry (same formula, charge and spin) is 403.1 kJ/mol.

Record 12
Here is 2 unconnected molecules or ions with the total composition C2H4N5O3 from OMol25. Energies are from ωB97M-V/def2-TZVPD.

```
14
C2H4N5O3, DFT ωB97M-V/def2-TZVPD
C 0.801 -1.056 -1.080
C -1.102 -0.179 1.253
N -0.613 0.706 2.089
N -0.578 0.730 -1.948
N -1.806 -0.885 0.669
N 0.517 0.201 -1.436
N 0.535 1.326 2.074
O 0.632 2.159 2.967
O -0.190 -1.980 -1.306
O 1.345 1.116 1.195
H 1.528 -1.254 -0.239
H -1.251 -0.107 -1.939
H -1.119 -1.583 -1.158
H 1.301 0.805 -1.142
```

Its highest occupied orbital energy (alpha / beta) is -4.08 / -4.08 eV. For the total energy, the calculation gives -577.96645 Eh. Its net charge is -1. The gap between HOMO and LUMO (alpha / beta) is 7.9 / 7.9 eV. The energy relative to the best compared isomer or geometry (same formula, charge and spin) is 0.0 kJ/mol.

Record 13
Here is C2H4N6 in the gas phase from OMol25. Energies are from ωB97M-V/def2-TZVPD.

```
12
C2H4N6, DFT ωB97M-V/def2-TZVPD
C 1.161 0.686 0.153
C -1.325 -0.350 -0.138
H 2.628 1.884 -0.443
H -3.094 0.185 -0.844
H -1.027 -1.407 1.533
H 0.859 0.150 1.840
N 2.172 1.411 0.432
N 0.731 0.453 -1.127
N -0.364 -0.265 -1.239
N -2.513 -0.487 -0.105
N -0.462 -1.250 0.698
N 0.668 -0.267 1.030
```

Its SMILES is [H]/N=c1\nn/c(=N\[H])[nH][nH]1. Its highest occupied orbital energy is -9.34 eV. For the total energy, the calculation gives -406.94301 Eh. The gap between HOMO and LUMO is 8.1 eV. The energy relative to the best compared isomer or geometry (same formula, charge and spin) is 456.6 kJ/mol.

Record 14
Here is C2H4N6 in the gas phase from OMol25. Energies are from ωB97M-V/def2-TZVPD.

```
12
C2H4N6, DFT ωB97M-V/def2-TZVPD
C 1.950 0.483 0.057
C -1.612 0.097 -0.042
H 1.745 -1.395 -0.462
H 2.532 1.359 0.071
H -2.795 -1.446 -0.089
H -0.323 -1.052 0.937
N 2.462 -0.615 -0.436
N 0.553 0.548 0.392
N -0.131 1.618 -0.116
N -1.309 1.335 -0.304
N -2.768 -0.479 -0.177
N -0.305 -0.454 0.169
```

Its SMILES is [H]/N=C\n1nn/c(=N/[H])[nH]1. Its highest occupied orbital energy is -9.40 eV. For the total energy, the calculation gives -407.01767 Eh. The gap between HOMO and LUMO is 8.9 eV. The energy relative to the best compared isomer or geometry (same formula, charge and spin) is 260.5 kJ/mol.

Record 15
Here is 2 unconnected molecules or ions with the total composition C2H4N6O from OMol25. Energies are from ωB97M-V/def2-TZVPD.

```
13
C2H4N6O, DFT ωB97M-V/def2-TZVPD
C 1.428 0.418 -0.095
C -0.161 0.563 -0.089
H -2.423 0.052 0.778
H -1.949 -1.891 -0.047
H 2.106 2.246 0.122
H -1.781 1.335 -0.281
N -1.908 -0.499 -0.249
N -0.530 -0.653 -0.462
N 1.371 -1.913 -0.140
N 2.028 -0.930 -0.377
N 2.374 1.197 0.117
N -0.741 1.652 0.077
O 0.187 -1.578 0.646
```

Its highest occupied orbital energy is -10.17 eV. For the total energy, the calculation gives -482.02350 Eh. The gap between HOMO and LUMO is 9.7 eV. The energy relative to the best compared isomer or geometry (same formula, charge and spin) is 805.1 kJ/mol.

Record 16
Here is a gas-phase ion, C2H4NO (charge +1) from OMol25. Energies are from ωB97M-V/def2-TZVPD.

```
8
C2H4NO, DFT ωB97M-V/def2-TZVPD
C 0.355 0.654 -0.621
C -0.040 0.065 0.744
N -0.592 -0.799 -0.181
O -0.874 -1.752 -0.742
H -0.344 1.425 -0.820
H 1.219 0.347 -1.260
H 0.783 -0.569 1.323
H -0.507 0.629 1.556
```

Its SMILES is O=[N+]1CC1. Its highest occupied orbital energy is -15.90 eV. For the total energy, the calculation gives -208.09502 Eh. Its net charge is +1. The gap between HOMO and LUMO is 8.4 eV. The energy relative to the best compared isomer or geometry (same formula, charge and spin) is 461.1 kJ/mol.

Record 17
Here is a gas-phase ion, C2H4NO (charge +1) from OMol25. Energies are from ωB97M-V/def2-TZVPD.

```
8
C2H4NO, DFT ωB97M-V/def2-TZVPD
C 0.389 -0.614 -0.992
C -0.360 0.823 0.759
N 0.222 0.734 -0.446
O 0.222 1.697 -1.152
H 0.802 -0.715 -2.084
H -0.031 -1.533 -0.449
H -0.461 0.078 1.631
H -0.895 1.753 1.101
```

Its highest occupied orbital energy (alpha / beta) is -16.05 / -16.65 eV. For the total energy, the calculation gives -208.08875 Eh. Its net charge is +1. The gap between HOMO and LUMO (alpha / beta) is 7.5 / 8.6 eV. The energy relative to the best compared isomer or geometry (same formula, charge and spin) is 477.5 kJ/mol.

Record 18
Here is 2 unconnected molecules or ions with the total composition C2H4NO2 from OMol25. Energies are from ωB97M-V/def2-TZVPD.

```
9
C2H4NO2, DFT ωB97M-V/def2-TZVPD
C -1.241 -0.404 -0.282
C -0.277 0.429 0.669
N 2.086 0.511 -0.348
O 2.912 -0.210 0.413
O -1.199 1.076 -0.215
H -0.828 -0.842 -1.151
H -2.254 -0.824 0.183
H -0.634 0.460 1.674
H 1.436 -0.198 -0.942
```

Its highest occupied orbital energy (alpha / beta) is -1.90 / -2.67 eV. For the total energy, the calculation gives -283.62407 Eh. Its net charge is -1. The gap between HOMO and LUMO (alpha / beta) is 6.3 / 7.1 eV. The energy relative to the best compared isomer or geometry (same formula, charge and spin) is 753.4 kJ/mol.

Record 19
Here is a gas-phase ion, C2H4NO2 (charge -1) from OMol25. Energies are from ωB97M-V/def2-TZVPD.

```
9
C2H4NO2, DFT ωB97M-V/def2-TZVPD
C 0.725 -1.723 0.032
N -0.329 -0.788 0.237
C -0.176 0.674 -0.042
O -1.157 1.321 0.382
O 0.866 1.003 -0.630
H 0.638 -2.356 -0.866
H 0.975 -2.339 0.895
H 1.614 -1.102 -0.138
H -1.313 -0.951 0.339
```

Its SMILES is CNC(=O)[O-]. Its highest occupied orbital energy is -3.72 eV. For the total energy, the calculation gives -283.90331 Eh. Its net charge is -1. The gap between HOMO and LUMO is 8.2 eV. The energy relative to the best compared isomer or geometry (same formula, charge and spin) is 20.2 kJ/mol.

Record 20
Here is 2 unconnected molecules or ions with the total composition C2H4NO2 from OMol25. Energies are from ωB97M-V/def2-TZVPD.

```
9
C2H4NO2, DFT ωB97M-V/def2-TZVPD
C -1.550 -0.925 -0.279
C 1.194 1.131 0.081
N -1.118 0.166 -0.010
O -1.317 1.201 0.437
O 0.709 0.208 -0.462
H -2.596 -0.853 -0.214
H -0.912 -1.784 -0.490
H 2.304 1.336 0.202
H 0.402 1.878 0.423
```

Its highest occupied orbital energy is -16.65 eV. For the total energy, the calculation gives -283.37707 Eh. Its net charge is +1. The gap between HOMO and LUMO is 10.2 eV. The energy relative to the best compared isomer or geometry (same formula, charge and spin) is 470.2 kJ/mol.